Here is 3 unconnected molecules or ions with the total composition C2H9NO2 from the Open Molecules 2025 dataset. Energies are from wB97M-V/def2-TZVPD.

**Frontier orbital gap**: 0.148 hartree
**Energy above the lowest of the compared OMol25 structures with the same formula, charge and spin**: 177.29 kcal per mole
**Electronic energy**: -286.53587 a.u.
**E_LUMO**: -0.1760 Ha

Geometry (Å):
O  -1.136  -1.861  -0.337
O  -1.526  0.420  -1.362
N  1.854  0.854  1.318
C  0.147  -1.359  -0.068
C  0.973  1.786  0.627
H  1.052  1.560  -0.444
H  0.809  -2.197  0.109
H  1.963  1.297  2.237
H  -0.122  1.469  0.776
H  -2.158  1.028  -1.758
H  0.149  -0.620  0.735
H  1.155  2.826  0.937
H  -1.556  -0.991  -0.619
H  0.526  -0.806  -0.957